{"formula": "C41H94N5O21PS6", "method": "the ωB97M-V functional and the def2-TZVPD basis", "homo_lumo_gap_ev": 7.2, "e_tot_ev": -168767.646, "elements": ["C", "C", "C", "C", "C", "C", "C", "N", "C", "O", "O", "C", "N", "C", "C", "C", "N", "N", "C", "C", "C", "C", "N", "C", "C", "C", "O", "P", "C", "C", "C", "C", "H", "H", "H", "H", "H", "H", "H", "H", "H", "H", "H", "H", "H", "H", "H", "H", "H", "H", "H", "H", "H", "H", "H", "H", "H", "H", "H", "H", "H", "H", "H", "H", "H", "H", "H", "H", "H", "H", "H", "H", "H", "H", "H", "H", "H", "H", "O", "S", "O", "O", "C", "C", "C", "H", "H", "H", "H", "H", "H", "H", "H", "O", "S", "O", "O", "C", "C", "C", "H", "H", "H", "H", "H", "H", "H", "H", "O", "S", "O", "O", "C", "C", "C", "H", "H", "H", "H", "H", "H", "H", "H", "O", "S", "O", "O", "C", "C", "C", "H", "H", "H", "H", "H", "H", "H", "H", "O", "S", "O", "O", "C", "C", "C", "H", "H", "H", "H", "H", "H", "H", "H", "O", "S", "O", "O", "C", "C", "C", "H", "H", "H", "H", "H", "H", "H", "H"], "positions_angstrom": [[-5.1190, -5.8501, -2.9411], [-5.7579, -5.7280, -1.4029], [-5.7070, -4.1303, -0.9634], [-4.6023, -3.8834, 0.2679], [-3.1610, -3.3238, -0.3687], [-2.0688, -3.3980, 0.8477], [-0.5142, -3.6113, 0.4025], [-0.0701, -2.8902, -0.8470], [-0.3128, -3.6489, -2.1698], [-1.1177, -3.1533, -3.1227], [0.3526, -4.9772, -2.3806], [0.5782, -1.6539, -0.8790], [1.0792, -0.9283, -2.0765], [2.2544, -1.5165, -2.7736], [1.9886, -2.2451, -4.2096], [1.4162, -1.5672, -5.5858], [2.3226, -3.6038, -4.2923], [0.1360, -0.3346, -2.8709], [0.8081, 0.9831, -3.3127], [-0.2426, 2.1833, -3.6610], [-1.6364, 1.7211, -4.3857], [-1.3330, 1.6320, -6.0069], [0.7868, -1.0042, 0.4918], [2.0515, -0.1956, 0.5683], [2.9227, -0.6754, 2.0478], [2.5438, 0.2955, 3.4365], [2.0361, -1.2505, 3.1994], [-0.6650, -0.1368, 1.0283], [-1.0309, -0.3372, 2.8887], [-2.6182, -0.3238, 3.2959], [-0.7545, 1.6666, 0.4265], [-2.1502, 2.3071, 1.0896], [-5.4938, -6.8453, -3.4743], [-3.9446, -5.7430, -2.9525], [-5.5863, -4.9556, -3.5482], [-5.1578, -6.4337, -0.6827], [-6.8762, -6.1303, -1.4245], [-6.7990, -3.8479, -0.5733], [-5.4628, -3.4606, -1.9177], [-5.0016, -3.1048, 1.0523], [-4.4401, -4.9376, 0.7873], [-2.9153, -4.0792, -1.2526], [-3.2919, -2.2723, -0.8651], [-2.3652, -4.3548, 1.4981], [-2.2735, -2.4750, 1.5491], [-0.3841, -4.7768, 0.1765], [0.1581, -3.4130, 1.3547], [3.0512, -0.6501, -2.9724], [2.8005, -2.2507, -2.0106], [0.4207, -0.9650, -5.4281], [2.2007, -0.8564, -6.1334], [1.1811, -2.4254, -6.3769], [2.7037, -3.9420, -3.3819], [-0.6601, 0.0065, -2.2542], [1.4567, 1.3083, -2.3645], [1.5707, 0.8398, -4.1879], [0.3113, 2.9016, -4.4378], [-0.4102, 2.8680, -2.6972], [-2.3944, 2.6354, -4.2625], [-2.0724, 0.7359, -3.9207], [-1.1074, 2.7227, -6.4382], [-2.3046, 1.2074, -6.5283], [-0.4172, 0.9412, -6.2843], [1.9184, 0.9503, 0.7575], [2.8796, -0.4590, -0.2142], [4.1084, -1.0672, 1.9208], [1.7294, 1.1041, 3.2077], [3.4067, 0.3561, 4.2258], [-0.5753, -1.3312, 3.3636], [-0.5156, 0.5708, 3.4400], [-2.7891, -1.1945, 4.0933], [-2.9449, 0.6920, 3.8204], [-3.2727, -0.6053, 2.3678], [0.1289, 2.2981, 0.8642], [-0.8956, 1.7805, -0.7413], [-2.5561, 3.2216, 0.4778], [-2.9888, 1.4655, 1.0568], [-2.0196, 2.5681, 2.2379], [4.6961, 0.6648, -3.7200], [5.5911, 1.4886, -4.5053], [5.3858, 1.7114, -5.9202], [7.1213, 0.9812, -4.2721], [7.4269, -0.3878, -4.4933], [7.5582, -0.6942, -5.9732], [5.7544, 3.0656, -3.7073], [6.6821, -1.0356, -4.0190], [8.3854, -0.5849, -4.0018], [6.5927, -0.6023, -6.4804], [7.9245, -1.7132, -6.1266], [8.2449, 0.0082, -6.4562], [5.9660, 2.9059, -2.6486], [4.8110, 3.6030, -3.8246], [6.5616, 3.6219, -4.1868], [-7.4775, -3.9391, 2.1344], [-6.8353, -4.5088, 3.3004], [-5.9684, -5.6639, 3.2112], [-7.9614, -4.7866, 4.4440], [-9.0989, -5.5666, 4.1056], [-8.7683, -7.0469, 4.0813], [-5.9643, -3.2187, 4.1531], [-9.5262, -5.2403, 3.1516], [-9.8538, -5.3823, 4.8771], [-8.0889, -7.2841, 3.2567], [-9.6755, -7.6442, 3.9539], [-8.2695, -7.3492, 5.0077], [-6.6305, -2.3628, 4.2748], [-5.0993, -2.9379, 3.5483], [-5.6338, -3.5965, 5.1220], [-5.4193, 3.1150, 6.3227], [-4.0158, 3.4688, 6.2873], [-2.9870, 2.4971, 5.9854], [-3.6253, 4.2308, 7.6731], [-3.9185, 3.5933, 8.9077], [-2.9055, 2.5100, 9.2261], [-3.8101, 4.8584, 5.2025], [-4.9385, 3.1948, 8.9087], [-3.8726, 4.3640, 9.6842], [-2.9905, 1.6744, 8.5245], [-3.0603, 2.1200, 10.2360], [-1.8845, 2.8966, 9.1457], [-4.5469, 5.6210, 5.4610], [-3.9697, 4.5143, 4.1784], [-2.7951, 5.2441, 5.3113], [7.7642, 5.5429, -3.0679], [9.1678, 5.8967, -3.1033], [10.1965, 4.9249, -3.4052], [9.5582, 6.6587, -1.7176], [9.2650, 6.0212, -0.4830], [10.2780, 4.9378, -0.1645], [9.3734, 7.2863, -4.1882], [8.2450, 5.6226, -0.4819], [9.3110, 6.7919, 0.2935], [10.1931, 4.1022, -0.8662], [10.1232, 4.5478, 0.8454], [11.2990, 5.3244, -0.2449], [8.6366, 8.0488, -3.9297], [9.2138, 6.9421, -5.2122], [10.3885, 7.6719, -4.0793], [-2.2901, -0.7158, 9.7246], [-3.5564, -1.3274, 10.0692], [-4.2989, -0.9413, 11.2495], [-3.3815, -2.9469, 10.0675], [-2.3511, -3.5222, 10.8574], [-2.7393, -3.5726, 12.3230], [-4.6376, -1.2179, 8.6659], [-1.4061, -2.9875, 10.7159], [-2.2015, -4.5438, 10.4927], [-2.8021, -2.5658, 12.7475], [-2.0010, -4.1368, 12.8998], [-3.7220, -4.0381, 12.4492], [-4.1021, -1.5615, 7.7792], [-4.9307, -0.1727, 8.5458], [-5.5200, -1.8327, 8.8513], [5.1592, 4.5741, -10.7075], [3.7325, 4.3696, -10.5696], [2.8415, 5.4321, -10.1560], [3.4716, 3.0698, -9.6230], [4.0788, 3.0279, -8.3400], [3.3307, 3.8943, -7.3445], [3.1124, 3.6741, -12.0802], [5.1346, 3.3126, -8.3982], [4.0436, 1.9865, -8.0036], [3.4277, 4.9550, -7.5963], [3.7232, 3.7499, -6.3340], [2.2619, 3.6577, -7.3492], [3.7470, 2.8346, -12.3697], [3.1439, 4.4504, -12.8477], [2.0828, 3.3485, -11.9225]], "forces_ev_per_angstrom": [[-0.9, 0.1, 0.2], [0.2, 0.1, -1.2], [-0.5, -0.3, 0.8], [0.1, 0.2, -1.1], [-0.8, -1.6, 0.2], [-1.0, -0.2, -0.1], [-0.2, -1.9, 1.7], [1.9, 3.2, -0.5], [-0.9, -5.0, -7.3], [4.2, -1.4, 6.1], [-3.1, 7.6, 2.8], [-1.5, -1.6, 1.1], [1.6, -3.7, 4.1], [1.7, 0.1, -0.9], [1.1, -5.2, -0.2], [-0.1, -0.2, -0.5], [-1.0, 6.1, 0.3], [-1.8, 3.6, -1.4], [0.5, 1.4, 0.8], [0.5, 0.6, -0.3], [0.7, 1.3, -0.5], [-0.6, -0.1, 0.0], [0.7, 1.3, -2.6], [2.8, -0.9, 2.6], [-1.4, 1.7, 2.8], [0.7, -4.0, -3.4], [3.0, 4.2, -2.0], [-2.6, -1.6, -1.3], [1.0, 0.8, 2.2], [-0.2, -0.6, 0.3], [-0.3, 1.9, 1.2], [-0.5, -1.1, 0.3], [1.1, 2.0, 1.2], [-2.4, -0.3, 0.0], [1.0, -1.8, 1.1], [-1.1, 1.5, -1.2], [2.4, 1.0, 0.0], [2.5, -0.5, -0.8], [-0.4, -1.4, 2.2], [0.7, -1.5, -1.5], [-0.2, 2.4, -0.9], [-0.2, 1.6, 1.9], [0.4, -1.9, 1.2], [0.9, 2.0, -1.4], [0.8, -1.7, -1.5], [-0.2, 2.7, 0.0], [-1.1, 0.1, -2.3], [-1.8, -1.7, 0.4], [-1.4, 1.3, -1.8], [2.0, -1.3, 0.0], [-1.5, -1.4, 1.5], [0.6, 1.7, 2.1], [-0.7, 0.4, -0.6], [1.1, -0.9, -0.8], [-1.2, -0.4, -2.0], [-1.7, -0.1, 1.6], [-1.2, -1.5, 1.7], [0.1, -1.7, -2.0], [1.5, -2.2, -0.1], [0.8, 1.9, -1.1], [-0.5, -2.4, 1.0], [2.1, 0.9, 0.9], [-1.9, 1.3, 0.7], [0.1, -2.2, -0.9], [-2.1, 0.7, 1.1], [-3.7, 0.8, 0.5], [1.7, -1.8, 0.9], [-2.2, 0.0, -1.5], [-0.6, 2.3, -1.6], [-1.0, -1.9, -0.7], [0.4, 1.9, -1.7], [0.7, -2.2, -1.4], [1.1, 0.8, 1.7], [-1.5, -0.8, -1.3], [0.8, -0.6, 2.4], [1.1, -1.7, 1.3], [1.7, 1.8, 0.0], [-0.1, -0.4, -2.5], [0.5, 0.3, -0.9], [0.8, 0.3, 0.2], [-0.2, -0.5, 1.1], [-1.2, 1.0, 0.2], [0.3, -1.2, -0.4], [-0.2, 0.0, -0.3], [0.2, -0.1, 0.0], [0.0, 0.2, 0.0], [-0.2, 0.3, 0.1], [0.1, -0.1, 0.1], [0.0, 0.1, 0.1], [0.0, -0.1, 0.1], [0.0, 0.0, -0.2], [0.1, -0.2, -0.1], [-0.1, -0.1, 0.1], [0.4, -0.8, 0.8], [-0.1, -0.1, 0.2], [-0.8, 0.9, -0.2], [1.1, 0.8, -0.4], [-0.8, -0.8, -0.2], [0.3, -0.2, -0.2], [-0.1, 0.0, 0.2], [0.2, 0.1, 0.1], [0.3, 0.3, 0.0], [-0.1, 0.0, 0.1], [0.0, 0.1, 0.0], [-0.2, 0.1, -0.1], [0.1, -0.2, 0.0], [-0.1, -0.2, -0.1], [-0.1, 0.0, -0.1], [1.2, -0.1, 0.1], [0.1, 0.5, 0.4], [-1.0, 0.4, 0.2], [-0.2, 0.1, -1.6], [0.0, -0.7, 1.1], [0.0, -0.3, -0.2], [0.0, 0.1, 0.1], [0.1, 0.1, -0.2], [0.0, 0.1, -0.4], [0.1, 0.1, 0.1], [0.0, 0.1, -0.1], [-0.2, 0.0, 0.1], [0.1, -0.2, 0.0], [0.0, -0.1, 0.2], [-0.1, -0.1, 0.0], [1.0, -0.2, 0.1], [0.5, 0.4, 0.2], [-1.2, 0.5, 0.3], [-0.3, 0.0, -1.4], [0.0, -0.6, 1.0], [0.1, -0.3, -0.2], [0.0, 0.1, 0.1], [0.1, 0.1, -0.2], [0.0, 0.1, -0.4], [0.0, 0.1, 0.1], [0.0, 0.1, -0.1], [-0.2, 0.0, 0.1], [0.1, -0.2, 0.0], [0.0, -0.1, 0.2], [-0.1, -0.1, 0.0], [-0.9, -0.5, 0.7], [-0.1, -0.5, -0.1], [0.9, -0.1, -0.8], [-0.6, 1.2, -0.6], [0.8, -0.5, 0.8], [-0.1, 0.3, 0.3], [0.0, -0.2, 0.0], [-0.2, 0.1, -0.1], [-0.2, 0.3, -0.2], [0.0, -0.1, -0.1], [-0.1, 0.0, -0.1], [0.2, 0.0, -0.1], [0.0, 0.0, 0.2], [0.1, -0.1, 0.1], [0.1, 0.1, 0.0], [-1.1, 0.1, 0.4], [-0.2, -0.5, 0.2], [1.0, -0.6, -0.2], [-0.1, 0.7, -1.4], [0.4, -0.1, 1.2], [-0.1, 0.4, 0.0], [0.0, -0.2, 0.0], [-0.1, 0.0, -0.1], [0.0, 0.2, -0.4], [0.0, -0.1, 0.0], [0.0, -0.1, -0.2], [0.1, -0.1, 0.0], [-0.1, 0.1, 0.1], [0.1, 0.0, 0.2], [0.2, 0.1, 0.0]]}